{
  "formula": "C38H65N7O14S2",
  "method": "wB97M-V/def2-TZVPD",
  "e_tot_ha": -3719.9876,
  "total_charge": 0,
  "smiles": "C[C@@H](COC(=O)CSc1ccc2c(c1)C(=O)C=C(O)C2=O)OC(=O)CS.CNC(C)=O.CNC(C)=O.CNC(C)=O.CNC(C)=O.CNC(C)=O.CNC(C)=O.CNC(C)=O",
  "species": ["C", "C", "C", "O", "C", "O", "C", "S", "C", "C", "C", "C", "C", "C", "C", "O", "C", "C", "O", "C", "O", "O", "C", "O", "C", "S", "H", "H", "H", "H", "H", "H", "H", "H", "H", "H", "H", "H", "H", "H", "H", "H", "C", "N", "C", "C", "O", "H", "H", "H", "H", "H", "H", "H", "C", "N", "C", "C", "O", "H", "H", "H", "H", "H", "H", "H", "C", "N", "C", "C", "O", "H", "H", "H", "H", "H", "H", "H", "C", "N", "C", "C", "O", "H", "H", "H", "H", "H", "H", "H", "C", "N", "C", "C", "O", "H", "H", "H", "H", "H", "H", "H", "C", "N", "C", "C", "O", "H", "H", "H", "H", "H", "H", "H", "C", "N", "C", "C", "O", "H", "H", "H", "H", "H", "H", "H"],
  "coordinates": [[-2.835, 6.015, -0.572], [-2.713, 4.672, -1.412], [-1.957, 3.661, -0.458], [-1.796, 2.413, -1.165], [-0.849, 1.604, -0.520], [-1.034, 1.127, 0.560], [0.501, 1.395, -1.314], [1.256, 3.087, -1.459], [1.113, 3.668, -3.171], [1.894, 4.871, -3.496], [1.859, 5.369, -4.860], [1.074, 4.719, -5.883], [0.269, 3.530, -5.529], [0.288, 3.009, -4.179], [-0.575, 2.897, -6.690], [-1.681, 2.453, -6.553], [0.136, 2.931, -8.080], [0.883, 4.020, -8.401], [1.536, 4.072, -9.624], [1.039, 5.191, -7.368], [1.102, 6.341, -7.709], [-4.003, 4.075, -1.678], [-4.359, 4.194, -3.022], [-4.190, 5.197, -3.660], [-4.979, 2.920, -3.698], [-3.649, 1.620, -3.872], [-3.327, 6.827, -1.153], [-1.788, 6.298, -0.291], [-3.390, 5.731, 0.360], [-2.097, 4.849, -2.333], [-2.521, 3.488, 0.496], [-0.992, 4.160, -0.188], [1.151, 0.708, -0.719], [0.327, 0.916, -2.309], [2.486, 5.364, -2.697], [2.478, 6.259, -5.092], [-0.307, 2.096, -3.971], [0.036, 2.073, -8.777], [1.925, 3.201, -9.802], [-5.765, 2.462, -3.053], [-5.320, 3.171, -4.725], [-2.535, 2.340, -3.481], [-5.362, -3.017, -6.892], [-5.272, -1.695, -6.296], [-5.550, -1.330, -5.018], [-6.013, -2.404, -4.067], [-5.423, -0.165, -4.671], [-4.376, -3.295, -7.268], [-6.062, -2.973, -7.726], [-5.698, -3.764, -6.181], [-4.968, -0.926, -6.876], [-6.194, -1.963, -3.089], [-6.943, -2.849, -4.426], [-5.244, -3.172, -3.964], [2.019, 0.833, 5.641], [2.187, 1.788, 4.557], [1.574, 1.797, 3.343], [0.590, 0.696, 3.044], [1.828, 2.681, 2.533], [1.674, 1.371, 6.524], [2.991, 0.379, 5.853], [1.304, 0.054, 5.394], [2.830, 2.553, 4.688], [0.187, 0.838, 2.041], [1.090, -0.275, 3.085], [-0.235, 0.724, 3.759], [4.888, -1.445, 2.925], [4.476, -0.726, 1.735], [3.511, -1.069, 0.845], [2.754, -2.349, 1.093], [3.279, -0.350, -0.117], [4.745, -0.792, 3.790], [5.950, -1.688, 2.832], [4.323, -2.358, 3.069], [4.942, 0.141, 1.509], [2.019, -2.490, 0.303], [3.439, -3.199, 1.085], [2.231, -2.298, 2.049], [-2.305, 2.297, 10.196], [-1.175, 1.632, 9.577], [-0.715, 1.769, 8.306], [-1.444, 2.722, 7.394], [0.261, 1.130, 7.934], [-1.948, 2.859, 11.061], [-3.014, 1.538, 10.533], [-2.805, 2.974, 9.510], [-0.640, 0.979, 10.131], [-0.963, 2.724, 6.418], [-2.481, 2.404, 7.269], [-1.407, 3.734, 7.801], [7.852, -5.151, 4.597], [6.600, -4.526, 4.216], [5.395, -4.615, 4.841], [5.312, -5.456, 6.084], [4.424, -4.020, 4.388], [8.595, -4.369, 4.765], [8.187, -5.789, 3.777], [7.750, -5.748, 5.498], [6.585, -3.947, 3.390], [4.296, -5.433, 6.471], [5.571, -6.492, 5.853], [5.982, -5.060, 6.850], [-8.858, -6.245, -10.321], [-7.967, -6.081, -9.189], [-6.737, -5.502, -9.166], [-6.197, -4.950, -10.461], [-6.107, -5.442, -8.121], [-9.799, -5.737, -10.101], [-9.053, -7.310, -10.460], [-8.436, -5.836, -11.234], [-8.265, -6.428, -8.290], [-5.212, -4.522, -10.286], [-6.103, -5.747, -11.200], [-6.855, -4.164, -10.838], [7.171, -0.640, 8.971], [6.804, -2.038, 9.086], [5.965, -2.753, 8.290], [5.317, -2.037, 7.132], [5.758, -3.937, 8.526], [8.254, -0.573, 8.849], [6.884, -0.127, 9.891], [6.685, -0.160, 8.127], [7.201, -2.578, 9.840], [4.678, -2.730, 6.590], [4.702, -1.213, 7.498], [6.080, -1.662, 6.447]],
  "forces_ev_per_angstrom": [[0.24, -1.22, -0.39], [0.82, 0.36, 2.05], [-0.94, 1.18, -0.18], [1.80, -0.12, 0.85], [0.37, -0.03, -1.14], [-0.33, 0.28, -0.52], [-1.16, 0.09, 0.06], [0.25, -0.32, -0.77], [-0.16, 0.26, -1.23], [-1.59, -1.45, -1.53], [-0.64, -0.95, 0.73], [-0.49, -1.27, 1.01], [1.11, 1.14, 0.58], [0.88, 1.48, -0.90], [1.39, 0.50, -0.46], [0.36, -0.16, 0.16], [0.24, 0.85, 1.11], [-0.35, -1.47, 0.34], [0.02, 0.60, 1.01], [-0.04, -0.90, 0.34], [0.29, -0.26, 0.10], [0.40, 0.05, -1.93], [-0.78, -0.79, -0.42], [0.30, -0.13, 0.46], [0.74, 0.23, 0.95], [0.77, 0.72, 0.43], [0.31, -0.67, 0.55], [-0.95, 0.04, -0.22], [0.33, 0.64, -0.81], [-0.82, -0.34, 0.61], [0.26, 0.15, -0.91], [-0.52, -0.78, -0.35], [-0.22, 0.85, -0.42], [0.06, 0.58, 0.75], [-0.42, -0.42, -0.81], [-0.62, -0.69, -0.02], [0.48, 0.87, -0.01], [-0.24, 0.75, 0.58], [-0.34, 0.30, 0.06], [0.51, 0.43, -0.65], [0.08, 0.01, 1.01], [-1.06, -0.11, -0.24], [0.20, 0.65, -0.19], [-0.10, -0.09, 0.39], [0.10, 0.38, -0.17], [-0.01, 0.00, 0.12], [-0.60, -0.34, -0.04], [-0.12, -0.27, -0.05], [0.02, -0.25, 0.03], [0.00, 0.08, -0.05], [0.01, -0.04, 0.05], [0.06, 0.10, -0.12], [0.10, -0.15, 0.01], [-0.14, -0.10, -0.05], [0.57, 0.63, 0.07], [-0.21, -0.20, -0.37], [0.22, 0.24, -0.09], [0.07, 0.06, -0.18], [-0.09, -0.06, -0.01], [0.06, -0.42, -0.14], [-0.10, -0.23, 0.07], [0.01, 0.11, -0.03], [-0.06, -0.04, 0.01], [0.25, -0.01, 0.42], [-0.11, -0.03, 0.17], [0.05, -0.19, 0.03], [0.02, 0.55, -0.33], [-0.11, -0.14, -0.11], [0.04, 0.31, -0.16], [-0.08, -0.02, -0.07], [-0.14, -0.09, -0.05], [0.06, -0.19, 0.16], [0.01, -0.12, 0.20], [0.05, 0.09, -0.01], [-0.09, -0.01, 0.01], [0.09, 0.13, 0.00], [-0.09, -0.03, 0.20], [0.11, -0.18, 0.03], [0.29, -0.35, 0.27], [-0.01, 0.17, -0.37], [0.21, -0.24, 0.13], [0.03, 0.01, -0.09], [-0.37, 0.11, 0.31], [-0.23, 0.11, 0.00], [-0.16, 0.19, 0.04], [0.09, -0.07, -0.02], [-0.05, 0.04, -0.02], [0.05, -0.08, 0.10], [-0.02, 0.16, 0.04], [-0.17, -0.02, -0.03], [-0.03, 0.29, -0.42], [-0.25, -0.03, 0.26], [-0.21, -0.10, -0.14], [0.11, -0.16, -0.21], [0.03, -0.16, 0.12], [0.15, -0.18, 0.10], [0.17, -0.09, 0.16], [-0.09, 0.07, -0.05], [0.04, -0.07, 0.03], [0.07, 0.10, -0.06], [0.07, 0.02, 0.05], [-0.14, -0.29, -0.10], [-0.14, -0.18, 0.49], [0.28, 0.20, -0.20], [0.03, -0.15, 0.38], [0.07, 0.05, -0.02], [-0.01, -0.12, -0.19], [-0.06, -0.04, -0.24], [-0.10, 0.06, -0.22], [0.04, 0.00, 0.10], [0.00, 0.01, -0.06], [-0.08, -0.07, 0.11], [-0.09, 0.12, -0.09], [0.01, -0.10, -0.14], [0.19, -0.30, 0.39], [-0.22, -0.05, -0.32], [0.03, -0.21, 0.27], [-0.06, -0.10, -0.02], [0.07, 0.36, 0.22], [-0.04, 0.24, -0.05], [0.05, 0.21, -0.12], [-0.01, -0.11, 0.04], [-0.02, 0.05, -0.03], [0.03, 0.02, 0.08], [0.09, 0.08, -0.11], [-0.09, 0.14, 0.01]]
}